[1]
C12H22BrFNO in the gas phase at a distorted geometry. Source: the OMol25 dataset; level of theory: ωB97M-V with the def2-TZVPD basis set.

highest occupied orbital energy (spin up / spin down): -8.8 / -9.9 eV
frontier orbital gap (spin up / spin down): 9.501 / 9.843 eV
2S+1: 2
<S²>: 0.75
LUMO level (spin up / spin down): 0.0251 / -0.0010 hartree
energy above the lowest of the compared OMol25 structures with the same formula, charge and spin: 1.1929 eV

Cartesian coordinates (Å):
C 2.87 -1.63 0.39
C 2.82 -0.13 -0.12
Br 4.69 0.26 -0.76
C 1.89 0.03 -1.36
C 0.61 0.91 -1.24
F 0.74 1.96 -2.17
C -0.62 0.08 -1.74
C -1.50 -0.61 -0.63
C -2.97 -0.07 -0.76
C -1.58 -2.15 -1.02
N -0.96 -0.56 0.73
O -0.14 -1.51 1.01
C -0.51 0.76 1.18
C -1.69 1.67 1.68
C 0.37 0.53 2.47
C 0.31 1.59 0.13
H 2.48 -2.34 -0.36
H 3.94 -1.90 0.55
H 2.37 -1.76 1.36
H 2.67 0.56 0.72
H 1.59 -0.98 -1.69
H 2.49 0.43 -2.20
H -0.36 -0.68 -2.50
H -1.28 0.80 -2.28
H -3.50 -0.52 -1.62
H -3.57 -0.20 0.16
H -2.93 1.02 -0.95
H -2.05 -2.68 -0.17
H -0.60 -2.57 -1.26
H -2.31 -2.21 -1.85
H -1.23 2.61 2.06
H -2.34 2.00 0.84
H -2.27 1.20 2.50
H 0.52 1.55 2.91
H 1.35 0.09 2.25
H -0.20 -0.04 3.23
H 1.21 2.01 0.63
H -0.30 2.49 -0.12

Results of the natural (NBO) charge analysis, in e, for atoms 1 through 2:
1. C -0.639
2. C -0.185

[2]
C18H21NO2 in the gas phase at a distorted geometry. Source: the OMol25 dataset; level of theory: ωB97M-V with the def2-TZVPD basis set.

structure (SMILES): CCO/C=N/CCOC(c1ccccc1)c1ccccc1
highest occupied orbital energy: -8.6 eV
frontier orbital gap: 9.371 eV
LUMO level: 0.0297 hartree
energy above the lowest of the compared OMol25 structures with the same formula, charge and spin: 4.1082 eV

Cartesian coordinates (Å):
N 1.90 0.08 1.73
O 1.32 1.93 3.03
O -0.35 -0.82 -0.07
C 1.03 0.74 2.45
C -1.71 -3.10 -4.48
C -4.97 0.92 -0.37
C -2.10 -3.42 -3.13
C -0.96 -1.89 -4.69
C -4.32 1.48 -1.43
C -4.33 -0.05 0.37
C -1.80 -2.57 -2.10
C -0.73 -0.99 -3.66
C -3.02 0.98 -1.82
C -3.05 -0.45 0.10
C -1.11 -1.36 -2.35
C -2.36 0.11 -1.07
C -0.95 -0.25 -1.28
C 2.25 4.30 2.72
C 1.63 -1.20 1.16
C 1.81 2.94 2.16
C 1.05 -0.91 -0.20
H 0.23 0.02 2.69
H -1.80 -3.76 -5.32
H -6.04 1.07 -0.28
H -2.69 -4.28 -2.88
H -0.58 -1.71 -5.64
H -4.85 2.31 -1.89
H -4.95 -0.43 1.22
H -2.16 -2.78 -1.10
H -0.33 0.03 -3.80
H -2.60 1.46 -2.68
H -2.64 -1.32 0.69
H -0.43 0.65 -1.68
H 2.96 4.28 3.51
H 1.41 4.86 3.17
H 2.70 4.90 1.89
H 2.61 -1.77 1.00
H 1.02 -1.75 1.89
H 1.03 3.17 1.50
H 2.57 2.58 1.50
H 1.34 -1.66 -0.95
H 1.49 0.05 -0.44

Results of the natural (NBO) charge analysis, in e, for atoms 1 through 2:
1. N -0.482
2. O -0.507

[3]
C5H7NO in the gas phase. Source: the OMol25 dataset; level of theory: ωB97M-V with the def2-TZVPD basis set.

structure (SMILES): C=CC/C=N\C=O
highest occupied orbital energy: -9.4 eV
frontier orbital gap: 9.895 eV
LUMO level: 0.0191 hartree
energy above the lowest of the compared OMol25 structures with the same formula, charge and spin: 1.8559 eV

Cartesian coordinates (Å):
C -1.24 -0.30 0.20
C -0.98 1.00 -0.54
C -0.06 1.86 -0.12
O 2.32 0.14 0.62
C 1.87 -0.98 0.63
N 0.92 -1.51 -0.22
C -0.30 -1.30 -0.44
H -1.08 -0.17 1.27
H -2.27 -0.65 0.05
H -1.51 1.14 -1.48
H 0.49 1.67 0.80
H 0.26 2.70 -0.72
H 2.32 -1.77 1.26
H -0.73 -1.83 -1.30

Results of the natural (NBO) charge analysis, in e, for atoms 1 through 2:
1. C -0.521
2. C -0.206